Entry 1:
C9H12 | ωB97M-V with the def2-TZVPD basis set

Atoms and positions in Å:
H: 2.69 1.23 0.78
C: -3.67 -0.15 0.25
C: 3.64 -0.28 -0.46
H: 4.18 -1.22 -0.30
C: 2.28 -0.59 -1.03
H: 4.32 0.26 -1.19
C: -1.31 0.26 0.68
H: -2.30 0.45 -1.42
C: 0.02 0.03 0.11
H: -4.90 -0.30 -1.56
H: -3.79 -0.12 1.31
H: -1.61 -0.38 1.56
C: 1.12 -0.22 -0.35
C: -2.45 0.20 -0.31
H: 3.17 -0.26 1.55
H: -1.17 1.40 0.90
H: 4.49 0.85 1.15
C: 3.52 0.47 0.86
H: 2.38 -0.94 -2.10
H: -5.75 -0.45 0.06
C: -4.85 -0.22 -0.48

Values from the calculation:
HOMO-LUMO gap (spin up / spin down)   7.57 / 7.24 eV
Total charge   0
Relative energy (zero: lowest compared OMol25 entry of this formula, charge and spin)   111.97 kcal per mole
Largest force on an atom   2.868 eV/Å
E_LUMO (spin up / spin down)   -0.0002 / -0.0045 Eh



Entry 2:
CH3ClNO | ωB97M-V with the def2-TZVPD basis set

Atoms and positions in Å:
O: -0.27 -1.34 0.49
H: -1.41 1.02 0.70
H: 0.98 0.04 -0.54
Cl: 2.51 1.57 -0.70
H: -1.52 0.71 1.44
C: -0.82 -1.07 -0.72
N: 0.53 -0.91 -0.68

Values from the calculation:
HOMO-LUMO gap   8.57 eV
Total charge   -1
Relative energy (zero: lowest compared OMol25 entry of this formula, charge and spin)   138.69 kcal per mole
Largest force on an atom   2.029 eV/Å
E_LUMO   0.1526 Eh



Entry 3:
C39H37F3N6O4SeSiTa | ωB97M-V with the def2-TZVPD basis set

Atoms and positions in Å:
Si: -1.49 -0.66 2.34
H: -0.47 6.55 -3.17
C: 4.01 -3.62 -1.70
C: -5.05 0.41 -3.39
H: 1.04 -2.32 6.37
H: -1.75 -2.76 0.94
H: 1.30 4.35 3.06
O: -0.57 5.45 -4.86
C: 2.79 -1.60 -1.14
O: -4.85 1.29 -4.47
C: 2.72 -1.27 -2.50
H: 2.81 0.50 5.66
H: -0.96 1.44 6.87
H: 2.70 2.74 6.78
C: 3.45 -2.78 -0.76
C: 3.28 -2.13 -3.45
H: 2.10 5.00 -1.88
C: -0.35 -2.73 -3.74
H: 0.87 -5.22 -1.80
C: -0.91 3.68 -2.66
H: 2.94 -0.72 3.35
C: 0.19 -3.97 -3.41
H: -4.31 -1.35 -1.40
H: -1.67 1.38 4.53
N: 1.73 2.35 3.06
C: 0.04 -1.54 4.64
C: 2.49 1.38 5.12
H: -5.95 0.68 -2.81
C: 1.23 4.35 -1.87
H: -2.12 -3.03 2.64
H: 4.35 -3.94 -3.80
C: 0.17 -3.29 -1.14
C: -1.89 1.56 -1.68
C: -3.65 -0.49 -1.51
C: 2.42 2.62 5.74
H: 3.21 -1.86 -4.49
H: 3.50 -3.01 0.29
C: 1.20 3.28 -0.99
N: -1.69 0.63 -0.72
C: -2.95 1.51 -2.56
N: 0.17 2.44 -0.94
H: -3.39 0.78 3.06
C: -1.08 0.56 4.92
C: -0.86 2.62 -1.77
H: -0.99 -0.85 -2.94
O: 2.13 -0.15 -2.96
H: -0.55 -2.46 -4.77
C: -3.87 0.48 -2.47
H: -3.06 2.26 -3.32
F: 1.13 -6.03 -4.06
C: 1.98 3.71 5.00
H: -3.87 -0.13 1.65
H: -2.36 -1.16 0.05
N: -0.33 -2.09 -1.43
H: -3.78 -0.94 3.21
H: -5.18 -0.63 -3.73
H: 0.02 4.96 -5.43
C: -3.30 -0.19 2.58
H: 1.78 0.33 -2.18
O: 1.57 0.37 -0.48
Ta: 0.00 0.98 0.81
C: 0.48 -4.95 -4.51
H: 0.39 -3.48 -0.09
C: -0.74 -0.52 4.09
C: 3.92 -3.29 -3.05
C: -0.59 -1.84 -2.72
C: -0.67 0.60 6.25
N: 2.19 -1.12 1.13
C: 0.15 4.57 -2.71
C: 2.24 0.05 3.04
H: 1.92 4.70 5.44
H: 0.39 -0.42 7.82
F: 1.24 -4.40 -5.47
C: -2.56 -0.38 -0.67
Se: -1.12 2.70 1.85
H: 4.51 -4.52 -1.39
C: 2.16 -0.76 -0.12
H: 1.11 6.14 -3.82
H: -5.62 1.29 -5.04
C: 0.10 5.75 -3.65
H: 2.01 3.08 -0.31
C: 1.65 3.52 3.66
C: 0.45 -4.26 -2.09
C: 0.09 -0.44 6.78
C: 2.12 1.30 3.79
H: 0.31 -2.39 4.04
F: -0.65 -5.38 -5.10
N: 1.66 -0.08 1.91
C: -1.45 -2.52 1.95
C: 0.45 -1.50 5.97
H: -1.75 3.81 -3.33
H: -0.45 -2.94 2.09

Values from the calculation:
HOMO-LUMO gap   7.00 eV
Total charge   +1
Relative energy (zero: lowest compared OMol25 entry of this formula, charge and spin)   55.16 kcal per mole
Largest force on an atom   0.551 eV/Å
E_LUMO   -0.1291 Eh



Entry 4:
C23H19Cl3GeN6O2PtS2 | ωB97M-V with the def2-TZVPD basis set

Atoms and positions in Å:
Cl: 1.09 2.40 -1.80
C: -1.67 -2.55 1.16
C: -2.72 2.78 -1.00
C: -4.86 1.37 -3.68
C: -0.34 -4.07 2.43
C: -1.61 -3.57 2.04
C: -3.53 -0.98 -2.96
C: 3.12 -2.74 0.49
C: -4.49 -1.00 -3.96
S: 5.69 1.27 -0.08
N: 1.40 0.64 2.04
H: 3.85 0.50 4.33
H: 3.03 1.29 -2.50
H: -5.38 2.27 -3.97
N: 3.14 0.97 0.12
C: -3.24 0.22 -2.31
H: 3.56 -2.64 1.49
H: -4.15 3.54 -2.33
N: 3.96 1.25 -2.09
C: -0.48 -1.95 0.64
H: -1.16 0.81 2.11
H: -5.91 0.13 -5.09
S: 1.42 0.37 4.59
C: 4.11 1.17 -0.79
O: -1.14 1.67 0.34
C: 0.80 -2.49 1.01
H: -2.50 3.72 -0.51
Cl: 3.31 4.25 0.19
O: 1.88 -2.00 0.43
N: -0.74 0.53 2.99
H: 2.95 -3.78 0.24
C: -2.01 1.62 -0.55
C: 2.92 0.51 3.78
Cl: 0.25 5.55 -0.76
C: 3.67 0.87 1.39
H: -2.51 -4.02 2.45
C: -2.27 0.30 -1.25
C: -3.62 2.66 -2.00
C: 0.84 -3.56 1.92
N: -1.62 -0.75 -0.86
H: -3.03 -1.89 -2.67
C: 2.73 0.66 2.44
Pt: 1.12 0.87 0.03
H: -1.32 0.51 3.81
H: -2.63 -2.15 0.84
H: -0.28 -4.88 3.14
C: -5.16 0.16 -4.31
N: -0.54 -0.88 -0.19
H: -4.73 -1.93 -4.46
C: 5.04 1.02 1.46
H: 5.67 0.99 2.33
C: 0.58 0.51 3.08
H: 4.74 1.46 -2.70
C: -3.91 1.41 -2.68
Ge: 1.13 3.86 0.22
H: 1.78 -3.99 2.21
H: 3.76 -2.28 -0.25

Values from the calculation:
HOMO-LUMO gap (spin up / spin down)   4.40 / 3.27 eV
Total charge   +3
Multiplicity   2
Relative energy (zero: lowest compared OMol25 entry of this formula, charge and spin)   55.57 kcal per mole
Largest force on an atom   1.966 eV/Å
E_LUMO (spin up / spin down)   -0.4101 / -0.4463 Eh
<S²>   0.778



Entry 5:
C2H4ClNO3 | ωB97M-V with the def2-TZVPD basis set

Atoms and positions in Å:
C: 0.08 -0.56 0.43
O: -0.65 0.65 -1.62
Cl: 0.85 -1.98 1.01
N: 0.16 0.66 1.30
O: 0.01 1.76 0.71
H: 0.00 -1.17 -1.67
C: 0.19 -0.28 -1.08
H: -0.64 1.36 -0.89
O: 0.44 0.50 2.46
H: -1.65 -0.91 0.55
H: 1.22 -0.03 -1.20

Values from the calculation:
HOMO-LUMO gap   9.09 eV
Total charge   0
Relative energy (zero: lowest compared OMol25 entry of this formula, charge and spin)   156.76 kcal per mole
Largest force on an atom   5.685 eV/Å
E_LUMO   -0.0559 Eh



Entry 6:
C6H28BNaO6 | ωB97M-V with the def2-TZVPD basis set

Atoms and positions in Å:
C: 0.96 -2.58 2.80
C: 1.88 2.83 0.33
H: -1.15 3.59 -3.41
H: 2.66 -2.98 -2.00
O: 0.01 0.84 4.62
H: -1.95 2.56 -1.13
H: -1.44 -0.27 -0.49
H: -0.08 -2.28 2.66
H: 1.00 1.15 -0.17
B: -0.55 0.27 -0.21
H: -3.14 -2.12 -4.01
H: 1.47 -2.30 1.88
O: -2.83 -0.66 -2.66
H: 0.91 3.32 0.28
H: -2.27 2.33 -3.79
C: 1.83 -2.66 -1.38
O: 2.01 -1.38 -0.74
H: -1.42 -2.00 -3.61
O: -2.44 3.02 -1.82
H: 1.71 -3.34 -0.54
H: 0.91 -2.63 -1.96
H: 1.95 -4.31 3.18
O: 1.89 1.49 -0.14
C: -1.63 2.71 -2.99
H: -0.87 1.93 -2.88
H: -0.79 1.20 0.27
H: -2.56 -2.68 -2.49
Na: -3.21 0.10 0.81
H: -0.01 0.59 -1.10
H: -0.19 2.60 3.56
H: 0.81 0.35 4.81
H: 1.46 2.17 3.87
H: 0.05 -0.36 0.43
H: 2.33 2.89 1.32
H: 2.44 3.41 -0.40
H: 1.48 -2.12 3.65
H: -2.06 -0.42 -2.13
O: 1.10 -4.06 2.82
H: 0.56 1.27 2.69
C: -2.43 -1.88 -3.22
C: 0.48 1.74 3.67
H: 1.12 -1.30 -0.40

Values from the calculation:
HOMO-LUMO gap   7.42 eV
Total charge   0
Relative energy (zero: lowest compared OMol25 entry of this formula, charge and spin)   54.31 kcal per mole
Largest force on an atom   4.551 eV/Å
E_LUMO   -0.0598 Eh



Entry 7:
C8H20Si3 | ωB97M-V with the def2-TZVPD basis set

Atoms and positions in Å:
C: -1.74 2.16 1.86
H: 4.25 -0.60 -1.38
H: -0.97 2.49 2.56
H: -2.06 1.17 2.12
C: -2.24 -1.72 1.00
C: 3.35 0.58 1.37
H: 4.43 0.46 1.15
C: 3.27 -0.51 -1.63
H: 0.23 -3.32 0.99
C: -1.97 2.07 -1.33
H: -2.48 2.88 1.85
H: 3.34 0.39 -2.29
H: -2.34 3.14 -1.43
H: -3.01 -2.39 0.57
H: -2.51 -0.64 0.96
H: -1.31 1.91 -2.20
H: -2.30 -1.97 2.06
H: -0.27 -2.04 -2.04
C: 0.55 -0.69 0.20
Si: -0.78 2.04 0.23
H: 3.00 0.07 2.32
C: 0.45 0.66 0.19
H: -2.05 -2.62 -2.04
C: -1.01 -2.67 -1.56
Si: 2.23 -0.05 -0.08
H: 3.19 1.61 1.42
H: -2.74 1.37 -1.26
H: 3.01 -1.46 -2.11
H: -0.69 -3.64 -1.81
Si: -0.61 -2.14 0.24
H: -0.21 3.42 0.08

Values from the calculation:
HOMO-LUMO gap   8.60 eV
Total charge   0
Relative energy (zero: lowest compared OMol25 entry of this formula, charge and spin)   0.88 kcal per mole
SMILES   C[SiH](C)C1=C([SiH](C)C)[Si]1(C)C
Largest force on an atom   3.453 eV/Å
E_LUMO   0.0239 Eh